Computed, not measured: a cluster of 2 separate species, CH5FN2 in total, with ωB97M-V/def2-TZVPD.

Charge   0
LUMO energy   0.852 eV
Maximum force   5.212 eV/Å
HOMO   -9.91 eV
HOMO-LUMO gap   10.8 eV
Relative energy (zero: lowest compared OMol25 entry of this formula, charge and spin)   68.8 kcal per mole
E   -250.3526 Ha

Last column: Löwdin charge in e.
Atoms and positions in Å:
1 F 1.395 1.342 -1.082  -0.34
2 N -0.090 0.329 0.661  -0.13
3 N 1.146 0.552 0.454  0.06
4 C -0.784 -0.680 -0.145  -0.04
5 H -0.705 -1.611 0.265  0.04
6 H -1.870 -0.313 -0.204  0.12
7 H -0.189 -0.521 -1.113  0.11
8 H 1.580 -0.267 0.176  0.07
9 H -0.484 1.169 0.989  0.12